1.
This record from the Open Molecules 2025 dataset describes a cluster of 3 separate species, C15H28BN2O5P2 in total. The level of theory is ωB97M-V/def2-TZVPD.

Summary:
2S+1 = 1
Net charge = -1
E_HOMO = -3.2 eV
Total energy = -48479.8211 eV
E_LUMO = 2.660 eV

Each line ends with the Löwdin charge.
Positions of all 53 atoms, in Å:
C  -0.1170  0.7377  1.4590  0.0031
C  -0.0744  0.1793  0.3753  -0.2720
P  0.1579  -0.8588  -1.2873  0.4401
C  0.4195  -1.8470  -2.9220  -0.2273
N  -1.0731  -2.0810  -0.7581  -0.1387
B  1.5424  -1.9353  -0.2872  -0.5956
C  3.0631  -2.1485  -0.6992  -0.0764
O  1.1285  -2.6079  0.8649  0.0317
C  -1.1726  0.2697  -2.1199  -0.2821
C  -0.9704  0.8699  -3.3596  -0.1061
C  -1.9578  1.6552  -3.9256  -0.1785
N  -3.1399  1.8926  -3.3616  0.0229
C  -3.3304  1.3353  -2.1665  -0.1858
C  -2.4044  0.5385  -1.5228  -0.0882
P  1.8605  0.6832  -1.6277  0.7816
O  1.1447  2.1758  -1.8853  -0.3521
O  2.5186  0.3572  -3.1441  -0.3649
H  -0.0709  1.1254  2.4522  -0.0009
H  -0.5002  -2.3962  -3.1471  0.0240
H  0.6432  -1.2327  -3.7928  0.0065
H  1.2145  -2.5933  -2.8304  0.0203
H  -1.8248  -2.1575  -1.4343  0.0174
H  -1.4891  -1.8133  0.1289  -0.0060
H  3.2138  -2.1975  -1.7821  0.0375
H  3.4217  -3.0981  -0.2784  0.0497
H  3.6974  -1.3599  -0.2857  0.0415
H  0.8729  -3.5101  0.6488  0.0880
H  -0.0333  0.7374  -3.8886  0.0807
H  -1.7824  2.1187  -4.8927  0.0900
H  -4.2916  1.5260  -1.6953  0.0856
H  -2.6364  0.1157  -0.5495  0.0750
H  1.8065  2.7681  -2.2585  0.0241
H  3.4585  0.2103  -3.0037  0.0144
C  5.1600  2.4762  3.2978  -0.0373
C  4.6592  1.4077  2.3446  -0.5036
O  5.4296  0.6263  1.8368  0.0604
C  3.1778  1.3894  2.0828  -0.0378
H  6.2390  2.3927  3.4095  0.0725
H  4.9098  3.4662  2.9125  0.0782
H  4.6834  2.3591  4.2727  0.0770
H  2.8660  2.3441  1.6550  0.0907
H  2.6381  1.2332  3.0194  0.0827
H  2.9161  0.6037  1.3800  0.0471
C  -4.0312  -0.0158  3.7013  -0.0238
C  -4.0670  -0.7269  2.3666  -0.4961
O  -3.0567  -1.0067  1.7759  0.0760
C  -5.4343  -1.0608  1.8109  -0.0248
H  -2.9967  0.1669  3.9814  0.0787
H  -4.5623  0.9353  3.6331  0.0814
H  -4.5150  -0.6259  4.4666  0.0784
H  -6.0175  -0.1483  1.6744  0.0810
H  -5.9722  -1.7122  2.5026  0.0782
H  -5.3211  -1.5629  0.8530  0.0816

=====

2.
This record from the Open Molecules 2025 dataset describes a structure of composition C66H144F12N5O4P3S2 at a distorted geometry. The level of theory is ωB97M-V/def2-TZVPD.

Summary:
2S+1 = 1
Net charge = +4
E_HOMO = -10.3 eV
Total energy = -168514.7111 eV
E_LUMO = -9.062 eV

Each line ends with the Löwdin charge.
Positions of all 236 atoms, in Å:
C  6.2879  4.7958  6.5246  -0.0705
C  6.1041  4.6046  8.0229  -0.2338
C  5.6595  5.8967  8.6612  -0.1260
N  5.3093  5.9763  10.1780  -0.2832
C  4.9012  7.3560  10.5085  -0.0001
C  6.4608  5.5235  11.0478  -0.1030
C  5.8950  4.4461  11.8954  -0.1606
C  4.8539  3.7562  11.0560  -0.1299
C  4.1412  4.9996  10.3924  -0.0683
H  5.4135  5.3754  6.1873  0.0819
H  6.1778  3.8685  5.9958  0.0770
H  7.2326  5.2730  6.2778  0.0849
H  6.9387  4.2232  8.6258  0.1175
H  5.2422  3.9521  8.0946  0.0810
H  4.7548  6.3761  8.2247  0.1453
H  6.4705  6.5795  8.6225  0.1225
H  4.0601  7.6353  9.8446  0.1230
H  5.7152  8.0509  10.2639  0.1147
H  4.7673  7.4173  11.6109  0.1294
H  6.8445  6.4163  11.5582  0.1409
H  7.2509  5.2971  10.3118  0.1311
H  5.4171  4.9688  12.7223  0.1287
H  6.6056  3.8050  12.3681  0.1240
H  4.0806  3.1243  11.5167  0.1236
H  5.3515  3.1117  10.2442  0.1362
H  3.4606  5.4459  11.1291  0.1351
H  3.6747  4.8792  9.3876  0.1170
C  -4.0733  3.7012  3.8553  -0.1031
C  -4.2599  2.6515  4.8461  -0.2345
C  -3.6532  3.1345  6.1675  -0.1508
N  -3.9244  2.3710  7.4225  -0.2388
C  -5.4119  2.4932  7.7024  0.0214
C  -3.0717  3.0101  8.5785  -0.0584
C  -2.5646  1.8212  9.4199  -0.1446
C  -2.3156  0.7747  8.3519  -0.1405
C  -3.5554  0.9324  7.4236  -0.0881
H  -3.0566  3.8488  3.5714  0.0594
H  -4.3607  4.7370  4.2964  0.1270
H  -4.6509  3.5435  2.9822  0.0713
H  -3.8262  1.7222  4.5686  0.1056
H  -5.3528  2.5622  5.0827  0.1153
H  -4.0271  4.1314  6.3290  0.1279
H  -2.5703  3.2877  6.0653  0.1317
H  -5.6559  3.5029  8.0652  0.1159
H  -5.7125  1.7858  8.4189  0.0788
H  -6.0429  2.2234  6.7673  0.1317
H  -3.6809  3.7905  9.1256  0.1485
H  -2.3471  3.6278  8.0388  0.1230
H  -3.4381  1.4726  10.1118  0.1564
H  -1.7547  2.1664  10.0158  0.0966
H  -2.1789  -0.2347  8.7251  0.1219
H  -1.4060  1.0616  7.7478  0.0927
H  -4.3918  0.3502  7.8588  0.1384
H  -3.3438  0.6474  6.4020  0.1229
C  7.9564  -10.0056  6.1111  0.1402
C  7.8379  -8.7058  5.3571  -0.0357
C  6.6438  -8.2184  5.8576  -0.0928
N  6.5090  -7.9166  7.1374  -0.1295
C  7.5651  -7.8545  8.1804  0.0142
C  1.8482  -7.5685  6.9700  0.1085
C  2.9636  -8.4183  6.5619  -0.3359
C  4.0297  -8.6425  7.5364  -0.1652
C  5.1518  -7.5618  7.5637  -0.1390
H  7.0179  -9.9905  6.8443  0.0909
H  3.1776  10.6637  -9.1414  -0.0281
H  8.4194  -10.9990  5.8064  0.1116
H  8.8821  -8.3951  5.0174  0.1578
H  -3.6311  9.2726  -15.1784  0.0281
H  4.4210  -3.1038  1.1592  -0.1988
H  5.6386  -8.0125  5.4480  0.1612
H  7.2894  -6.9192  8.6439  0.0910
H  8.6078  -7.6110  7.8774  0.1258
H  7.5182  -8.5387  9.0192  0.1153
H  0.8855  -7.1063  6.4653  0.1208
H  1.9248  -7.3693  8.0294  0.0479
H  3.0815  -8.0893  5.5087  0.1418
H  2.4289  -9.3268  6.4966  0.1222
H  4.6333  -9.5149  7.0589  0.1405
H  3.6136  -8.9445  8.5638  0.1620
H  5.0155  -6.9841  8.4900  0.1487
H  5.0037  -6.8428  6.8194  0.1064
C  2.8461  3.6150  -0.5110  -0.0946
C  2.0432  4.5194  0.4005  -0.2099
C  0.5660  4.2873  0.1169  -0.1407
N  -0.3414  5.3620  0.5885  -0.3003
C  -0.4182  5.5138  2.0690  0.0328
C  -1.7018  5.0692  0.0607  -0.0836
C  -1.5676  5.4807  -1.4970  -0.1079
C  -0.4570  6.5249  -1.5669  -0.1308
C  -0.0590  6.6939  -0.1041  -0.0943
H  2.5124  3.6994  -1.5523  0.0741
H  2.7244  2.5207  -0.3137  0.0938
H  3.9560  3.9536  -0.4785  0.1113
H  2.2693  5.5783  0.0907  0.1144
H  2.3465  4.4909  1.4063  0.0963
H  0.1412  3.3623  0.5610  0.1352
H  0.3060  4.1521  -0.8948  0.0903
H  0.4879  5.8995  2.4470  0.0930
H  -0.5877  4.4480  2.4764  0.1128
H  -1.2570  6.1882  2.2118  0.0988
H  -2.3889  5.7484  0.6175  0.1292
H  -2.1085  4.0464  0.2425  0.1371
H  -2.5249  5.9309  -1.7360  0.1131
H  -1.3873  4.6249  -2.1065  0.0717
H  -0.8816  7.4265  -1.9732  0.1185
H  0.3947  6.1824  -2.1112  0.1112
H  -0.7667  7.4920  0.3396  0.1645
H  0.9748  7.0033  0.1416  0.1275
C  -2.2500  -1.4517  -6.1467  -0.0888
C  -3.6121  -1.9621  -5.7097  -0.2620
C  -3.8879  -1.8627  -4.1935  -0.2561
C  -5.3663  -1.8476  -3.8127  -0.2443
P  -5.9050  -0.6261  -2.5095  1.0354
C  -5.2517  -1.0007  -0.9663  -0.2983
C  -5.5664  -2.4104  -0.3978  -0.2350
C  -4.5973  -2.9069  0.6318  -0.2796
C  -4.4201  -2.0126  1.8230  -0.1341
C  -5.1187  1.0583  -2.7749  -0.2118
C  -4.8054  1.3215  -4.3016  -0.2200
C  -4.1551  2.6895  -4.5033  -0.2420
C  -5.1971  3.8307  -4.4979  -0.0922
C  -7.7015  -0.3464  -2.4289  -0.2658
C  -8.4169  0.4801  -3.4968  -0.3071
C  -9.8656  0.3024  -3.4372  -0.2815
C  -10.6321  0.7068  -4.7392  -0.0757
H  -2.1513  -0.3708  -5.9999  0.0798
H  -2.1441  -1.6765  -7.1996  0.0541
H  -1.5341  -2.0072  -5.4897  0.0841
H  -3.8101  -2.9772  -5.9485  0.0966
H  -4.4569  -1.3806  -6.2022  0.1246
H  -3.4218  -0.9731  -3.7718  0.0681
H  -3.4084  -2.7244  -3.6467  0.1357
H  -5.7564  -2.8553  -3.4477  0.1104
H  -6.0128  -1.7129  -4.6913  0.0914
H  -5.5537  -0.1593  -0.2858  0.1421
H  -4.2453  -1.0282  -0.9900  0.0435
H  -5.6055  -3.1516  -1.2261  0.1080
H  -6.5593  -2.4449  0.0379  0.1124
H  -3.5715  -2.9863  0.2397  0.1184
H  -4.8760  -3.9405  0.9958  0.1340
H  -3.8376  -1.1047  1.6262  0.0705
H  -3.8865  -2.4887  2.6613  0.0768
H  -5.3368  -1.6267  2.3151  0.0821
H  -4.2187  0.9628  -2.1718  0.0444
H  -5.7156  1.8072  -2.3450  0.0758
H  -5.7208  1.1925  -4.8944  0.1101
H  -4.0807  0.5723  -4.6196  0.0611
H  -3.3783  2.7962  -5.2288  0.1016
H  -3.5856  2.8035  -3.5506  0.0855
H  -5.8562  3.9546  -5.3676  0.0765
H  -4.7431  4.8147  -4.3512  0.0682
H  -5.8385  3.6553  -3.6341  0.0565
H  -7.9428  0.0492  -1.4376  0.1069
H  -8.1891  -1.3823  -2.4364  0.1240
H  -8.1608  -0.0028  -4.4364  0.1069
H  -8.1514  1.5505  -3.5321  0.1299
H  -10.2181  0.8186  -2.5075  0.1326
H  -9.9405  -0.7959  -3.3346  0.1099
H  -10.5772  1.7498  -4.9494  0.0594
H  -11.7131  0.5012  -4.6787  0.0798
H  -10.2907  0.0855  -5.5856  0.0817
C  1.7789  -0.2750  -5.8762  -0.1083
C  1.7225  -1.7700  -5.9259  -0.2431
C  2.4087  -2.2578  -7.2408  -0.2315
C  1.4951  -2.1408  -8.4724  -0.2547
P  1.9540  -3.0613  -9.9887  1.0064
C  1.1180  -2.4601  -11.5434  -0.2496
C  -0.4332  -2.7032  -11.6342  -0.2115
C  -1.2085  -1.6896  -10.7231  -0.2628
C  -2.6936  -1.5818  -11.1107  -0.1003
C  3.7153  -2.8738  -10.3643  -0.2584
C  4.1900  -4.0192  -11.2501  -0.2960
C  5.6546  -4.0101  -11.5891  -0.2775
C  5.9871  -5.2376  -12.4226  -0.0926
C  1.5382  -4.7859  -9.9269  -0.2540
C  2.2682  -5.6469  -8.7619  -0.2163
C  2.0214  -7.1480  -8.9362  -0.2808
C  2.1800  -7.8984  -7.6231  -0.0887
H  1.2628  0.0954  -5.0373  0.0553
H  1.2690  0.1894  -6.7053  0.0672
H  2.8261  0.0832  -5.9731  0.0975
H  0.6861  -2.0618  -5.7439  0.0866
H  2.3269  -2.1311  -5.1068  0.1076
H  2.7806  -3.3186  -7.1291  0.1083
H  3.3011  -1.6534  -7.3675  0.1024
H  1.5615  -1.1037  -8.7365  0.0891
H  0.4445  -2.3262  -8.2307  0.0857
H  1.7672  -2.9141  -12.3168  0.0861
H  1.3312  -1.3984  -11.7313  0.1012
H  -0.6816  -3.7138  -11.2997  0.0904
H  -0.6475  -2.6033  -12.7237  0.1294
H  -0.7298  -0.7301  -10.8583  0.1038
H  -1.2588  -2.1127  -9.7173  0.0796
H  -3.2801  -1.0399  -10.3548  0.0777
H  -3.0778  -2.5797  -11.2643  0.0708
H  -2.7129  -1.0851  -12.0880  0.0823
H  4.1512  -2.8543  -9.3334  0.1071
H  3.8422  -1.9279  -10.9382  0.1246
H  3.6080  -4.0202  -12.2606  0.1425
H  3.9157  -5.0347  -10.7782  0.1100
H  6.1650  -3.9411  -10.6577  0.1033
H  5.8977  -3.1263  -12.1531  0.1128
H  5.6202  -5.0393  -13.4789  0.1017
H  5.4116  -6.1066  -12.0945  0.0714
H  7.0511  -5.3977  -12.5061  0.0737
H  1.7974  -5.2008  -10.9075  0.1000
H  0.4283  -4.9308  -9.8635  0.1106
H  1.9577  -5.4514  -7.7587  0.0860
H  3.3515  -5.5847  -8.7719  0.1017
H  2.6908  -7.5268  -9.7113  0.1140
H  1.0373  -7.3368  -9.3399  0.1041
H  3.2216  -7.7985  -7.3256  0.0856
H  2.0218  -8.9377  -7.7919  0.0702
H  1.4505  -7.5266  -6.9532  0.0655
P  -1.3503  1.2716  -1.8739  0.2060
F  -0.7028  2.6248  -2.5930  -0.1830
F  -2.6588  2.2258  -1.4495  -0.2108
F  -2.0923  0.9031  -3.2348  -0.1301
F  -2.0687  0.1008  -1.0771  -0.1378
F  -0.0359  0.3657  -2.1719  -0.1395
F  -0.7057  1.7531  -0.4712  -0.1686
C  1.5614  2.3667  8.0655  -0.5383
F  1.6827  1.0778  7.6238  0.0960
F  0.3718  2.5457  8.7262  0.0849
F  2.4813  2.5794  9.0565  0.0869
S  1.7803  3.5488  6.6298  0.5498
O  0.6435  4.4278  6.5647  -0.2868
O  3.0578  4.0713  6.8465  -0.2678
N  1.7923  2.5694  5.4131  -0.2934
S  0.4800  1.9396  4.8507  0.5793
O  -0.4295  1.6567  5.9339  -0.3108
O  -0.0134  2.6258  3.6970  -0.2668
C  1.1186  0.3423  4.4216  -0.7028
F  0.0670  -0.3356  4.0869  0.1683
F  1.9561  0.4611  3.2639  0.0531
F  1.8206  -0.2834  5.2941  0.2023